A cluster of 2 separate species, C3H6NO5S2 in total at a distorted geometry. Source: OMol25; level of theory: the ωB97M-V functional and the def2-TZVPD basis.

```
17
Properties=species:S:1:pos:R:3
C 2.991 -0.580 0.355
C 1.772 -0.965 0.708
C 0.575 -0.740 -0.098
N 0.674 2.095 0.003
O -4.912 -0.426 0.687
O -4.344 -0.933 -1.615
O -0.299 0.799 1.908
O -1.533 0.792 -0.233
O 0.470 2.214 -1.410
S -3.887 -0.848 -0.242
S -0.225 0.876 0.467
H 3.837 -0.700 1.013
H 3.178 -0.102 -0.591
H 1.603 -1.403 1.683
H -0.211 -1.474 0.048
H 0.776 -0.576 -1.152
H -0.465 1.972 -1.531
```

As for the total energy: -36604.669 eV. The total charge is -1. The value obtained for the frontier orbital gap is 6.101 eV. For the molar mass, the calculation gives 200.217 g mol⁻¹.


The molecule C3H6NOP at a distorted geometry. Source: OMol25; level of theory: the ωB97M-V functional and the def2-TZVPD basis.

```
12
Properties=species:S:1:pos:R:3
P 1.473 -1.100 -1.002
C 0.646 0.001 0.366
N -0.336 -0.807 0.964
C -1.458 -0.340 0.647
C -1.340 0.948 -0.134
O 0.034 1.128 -0.248
H 2.036 -2.178 -0.034
H 2.645 -0.353 -1.159
H 1.420 0.136 1.059
H -2.228 -0.905 1.082
H -2.039 0.771 -1.010
H -1.745 1.830 0.282
```

As for the SMILES: P[C@@H]1N=CCO1. As for the total energy: -16032.279 eV. The total charge is 0. The value obtained for the frontier orbital gap is 9.908 eV. For the molar mass, the calculation gives 103.061 g mol⁻¹.


The molecule C3H6O. Source: OMol25; level of theory: the ωB97M-V functional and the def2-TZVPD basis.

```
10
Properties=species:S:1:pos:R:3
C 1.459 0.399 -0.881
C 0.252 0.788 -0.075
C -1.470 -0.417 0.921
O -0.105 -0.323 0.528
H 2.327 1.042 -0.724
H 1.115 0.586 -1.909
H 1.711 -0.664 -0.773
H -2.015 0.429 0.498
H -1.574 -0.463 2.006
H -1.805 -1.355 0.477
```

As for the total energy: -5252.673 eV. The total charge is 0. The value obtained for the frontier orbital gap is 9.579 eV. For the molar mass, the calculation gives 58.080 g mol⁻¹.


A cluster of 2 separate species, C3H6O in total at a distorted geometry. Source: OMol25; level of theory: the ωB97M-V functional and the def2-TZVPD basis.

```
10
Properties=species:S:1:pos:R:3
C 2.057 -0.696 -0.219
C -1.487 -0.005 0.229
C -0.344 0.757 -0.261
O 1.884 -1.871 -0.160
H 2.909 0.011 0.135
H -1.183 -1.024 0.419
H -2.209 0.109 -0.532
H -1.872 0.452 1.234
H -0.069 1.014 -1.204
H 0.314 1.251 0.358
```

As for the total energy: -5251.146 eV. The total charge is 0. The value obtained for the frontier orbital gap (spin up / spin down) is 8.566 / 8.264 eV. For the molar mass, the calculation gives 58.080 g mol⁻¹.


A cluster of 2 separate species, C3H6O in total at a distorted geometry. Source: OMol25; level of theory: the ωB97M-V functional and the def2-TZVPD basis.

```
10
Properties=species:S:1:pos:R:3
C -0.553 -0.800 -0.425
C -1.322 -0.042 0.267
C -0.857 0.965 -0.659
H -0.728 -1.841 -0.670
H -1.967 -0.084 1.138
H -1.462 1.246 -1.518
H 0.185 1.208 -0.746
O 2.039 -0.057 0.717
H 1.174 -0.392 0.414
H 2.385 -0.804 1.215
```

As for the SMILES: C1=CC1.O. As for the total energy: -5251.579 eV. The total charge is 0. The value obtained for the frontier orbital gap is 10.602 eV. For the molar mass, the calculation gives 58.080 g mol⁻¹.


A cluster of 2 separate species, C3H6O in total at a distorted geometry. Source: OMol25; level of theory: the ωB97M-V functional and the def2-TZVPD basis.

```
10
Properties=species:S:1:pos:R:3
C -0.595 1.208 -1.478
C -0.308 -0.112 -1.324
H 0.070 1.877 -0.838
H -1.299 1.606 -2.189
H 0.552 -0.510 -0.849
H -0.539 -0.880 -2.129
C 0.560 -0.884 2.248
O 1.226 -1.107 1.247
H 0.891 -0.424 3.319
H -0.558 -0.772 1.993
```

As for the SMILES: C=C.C=O. As for the total energy: -5252.885 eV. The total charge is 0. The value obtained for the frontier orbital gap is 10.413 eV. For the molar mass, the calculation gives 58.080 g mol⁻¹.


A cluster of 2 separate species, C3H6O2 in total at a distorted geometry. Source: OMol25; level of theory: the ωB97M-V functional and the def2-TZVPD basis.

```
11
Properties=species:S:1:pos:R:3
O -2.872 0.422 1.272
C -2.306 -0.096 0.299
H -1.124 -0.304 0.153
H -2.788 -0.573 -0.515
O 1.544 -0.940 1.376
C 1.647 0.036 0.610
C 1.107 0.115 -0.780
H 1.879 1.022 0.988
H 0.482 -0.758 -1.021
H 2.031 0.138 -1.418
H 0.401 0.937 -0.962
```

Its multiplicity is 2. As for the total energy: -7300.421 eV. The total charge is -1. The value obtained for the frontier orbital gap (spin up / spin down) is 3.225 / 6.889 eV. For the molar mass, the calculation gives 74.079 g mol⁻¹.


The molecule C3H6O2 at a distorted geometry. Source: OMol25; level of theory: the ωB97M-V functional and the def2-TZVPD basis.

```
11
Properties=species:S:1:pos:R:3
O 1.560 0.170 -0.756
C 0.591 0.946 -0.073
C -0.717 0.178 -0.161
C -0.568 -0.999 0.719
O -1.206 -2.069 0.289
H 2.423 0.578 -0.618
H 0.478 1.940 -0.523
H 0.858 1.064 0.988
H -1.008 -0.039 -1.195
H -1.514 0.759 0.330
H -0.916 -2.577 1.056
```

As for the total energy: -7300.165 eV. The total charge is 0. The value obtained for the frontier orbital gap is 9.430 eV. For the molar mass, the calculation gives 74.079 g mol⁻¹.